A cluster of 10 separate species, C35H94Br2N6O11 in total. Source: OMol25; level of theory: ωB97M-V/def2-TZVPD.

Structure (XYZ):
```
148
Properties=species:S:1:pos:R:3:forces:R:3
C 4.558 6.415 33.929 -4.59 -2.82 -1.14
O 5.412 7.259 34.190 2.99 2.30 0.38
C 6.872 6.852 34.251 -0.35 1.69 -0.57
C 7.786 7.723 33.329 -0.17 -1.73 -1.03
N 9.182 8.072 33.716 1.09 0.73 2.10
H 9.742 7.323 34.255 -1.12 1.29 -0.48
H 9.617 8.179 32.819 0.82 -0.05 -0.44
C 9.244 9.518 34.388 1.40 -2.41 1.34
C 10.669 10.091 34.455 0.83 0.87 0.45
O 10.927 10.971 35.541 -5.56 -5.48 1.68
C 11.842 11.823 35.359 -1.06 8.51 -0.75
H 4.755 5.429 33.384 0.09 1.35 0.93
H 10.105 7.830 38.099 -0.30 -0.05 -0.68
H 3.427 6.666 34.160 2.55 -0.33 -0.38
H 6.800 5.831 33.975 0.76 -1.03 0.08
H 7.100 7.093 35.269 0.34 -0.48 0.85
H 7.300 8.617 33.029 -0.60 0.99 0.17
H 8.047 7.264 32.377 -1.14 -0.80 -0.07
H 8.839 9.270 35.375 0.20 0.68 0.17
H 8.547 9.991 33.779 -0.92 1.53 -0.75
H 11.082 10.561 33.561 -1.00 0.25 -0.64
H 11.439 9.406 34.665 0.40 -2.40 -0.12
H 12.302 11.676 34.402 1.68 0.74 0.18
H 12.059 12.433 36.259 1.54 -1.51 -0.46
H 10.997 13.018 35.168 2.08 -1.86 -0.75
C 14.433 25.159 17.254 -0.83 -0.03 -1.23
O 14.077 24.672 15.926 0.72 0.35 0.66
C 13.477 23.411 15.792 -0.61 -1.39 1.21
C 13.751 23.070 14.333 0.92 0.53 1.46
N 13.165 24.229 13.661 -0.76 -1.31 -3.48
H 13.330 25.007 14.258 0.02 1.28 0.68
H 13.513 24.391 12.680 0.51 0.14 0.88
C 11.767 23.929 13.276 -1.59 -0.03 0.59
C 11.766 23.113 12.003 -2.83 1.95 -0.50
O 12.527 23.915 11.180 1.29 0.71 -0.63
C 12.800 23.488 9.863 1.53 -1.19 0.02
H 15.466 24.975 17.528 0.05 -0.45 -0.12
H 13.713 24.746 17.941 -0.01 -0.09 0.58
H 14.289 26.221 17.153 0.00 0.41 0.33
H 12.354 23.455 16.047 1.50 -0.16 -0.36
H 13.921 22.604 16.431 -0.31 0.79 -0.27
H 13.328 22.129 14.028 -0.18 -0.18 -0.34
H 14.839 23.116 14.204 -0.30 -0.29 -0.14
H 11.230 24.851 13.007 0.43 -0.14 0.41
H 11.223 23.418 14.075 0.24 0.19 0.05
H 10.695 23.154 11.651 0.65 -0.14 0.28
H 11.966 22.088 12.016 1.18 -1.65 0.31
H 11.923 23.063 9.424 -0.61 -0.34 -0.39
H 13.643 22.727 9.865 -1.00 0.68 -0.03
H 13.131 24.327 9.266 -0.04 0.30 0.12
C 17.648 4.834 15.282 -0.54 0.31 1.41
O 19.044 4.828 15.419 0.60 -1.94 0.01
C 19.883 5.878 15.103 -0.29 0.82 -0.08
C 20.204 6.533 16.440 0.00 1.25 0.07
N 20.878 5.577 17.428 -0.32 0.07 -2.54
H 20.799 4.636 17.024 -0.17 0.06 -0.04
H 21.864 5.778 17.418 0.65 0.18 0.28
C 20.341 5.507 18.771 0.89 0.57 1.94
C 20.416 6.824 19.570 -0.04 0.24 -0.41
O 19.606 7.753 18.879 -0.02 0.36 0.28
C 19.509 9.063 19.475 -0.38 -2.02 1.65
H 17.324 3.793 15.242 0.09 0.15 -0.18
H 17.322 5.373 14.416 -0.16 0.29 -0.67
H 17.168 5.282 16.191 0.27 -0.17 -0.67
H 19.388 6.627 14.439 0.38 -0.30 0.46
H 20.776 5.503 14.563 -0.38 0.09 0.33
H 19.265 6.808 16.958 0.63 0.09 -0.60
H 20.865 7.424 16.319 -0.59 -0.64 0.32
H 21.012 4.791 19.222 -0.15 -0.36 0.72
H 19.354 5.102 18.736 -0.70 -0.13 -0.14
H 21.486 7.149 19.702 -0.77 -0.04 -0.32
H 19.994 6.720 20.573 0.21 -0.57 0.08
H 18.973 9.636 18.772 -0.66 0.86 -0.43
H 20.484 9.398 19.634 1.76 1.05 -0.13
H 19.087 9.067 20.530 -0.20 -0.29 -1.35
C 13.800 9.818 9.048 1.13 1.35 -0.55
O 13.254 10.533 10.169 -0.72 -0.10 -0.46
C 11.850 10.846 10.201 0.57 -0.11 -0.91
C 11.636 11.608 11.442 1.55 1.82 0.85
N 12.319 10.949 12.572 -0.25 -2.82 -1.53
H 13.289 10.778 12.234 -0.67 -0.16 0.16
H 12.402 11.558 13.336 -0.22 1.54 2.16
C 11.702 9.637 13.010 -1.09 0.74 -0.95
C 11.986 9.267 14.414 -0.21 0.33 0.66
O 13.307 9.557 14.700 1.34 0.06 1.05
C 13.550 9.226 16.092 -0.20 1.49 -0.73
H 13.489 10.265 8.088 -0.27 -0.24 0.40
H 13.625 8.749 9.045 -0.32 -0.16 0.25
H 14.908 10.012 9.069 -1.05 -0.36 0.25
H 11.209 9.953 10.266 0.33 -0.05 -0.46
H 11.458 11.532 9.408 0.68 -0.86 -0.03
H 10.585 11.765 11.527 -0.76 -0.02 0.93
H 12.145 12.600 11.508 -0.58 -0.45 -0.91
H 12.064 8.884 12.352 0.67 -0.51 -0.58
H 10.607 9.622 12.824 0.58 0.56 0.21
H 11.937 8.200 14.428 -0.90 -1.02 0.36
H 11.327 9.746 15.165 0.04 -0.25 -0.54
H 14.593 8.925 16.157 0.12 0.53 0.29
H 12.973 8.349 16.345 -0.40 -0.21 0.31
H 13.234 10.141 16.703 0.68 -1.41 -0.52
C 5.251 20.997 20.621 2.21 -1.64 0.33
O 6.512 21.708 20.960 -1.17 -0.29 -1.57
C 7.144 22.184 19.746 0.34 0.77 1.46
C 8.469 22.832 20.202 -0.96 0.27 0.81
N 9.183 21.817 21.034 0.04 2.79 1.36
H 8.581 21.319 21.666 -1.10 0.16 0.78
H 9.589 21.132 20.512 1.52 -2.58 -2.84
C 10.320 22.398 21.798 0.17 0.84 0.66
C 10.539 21.593 23.039 -0.91 -1.67 -0.18
O 9.312 21.418 23.714 -0.53 0.59 0.25
C 8.654 22.527 24.385 1.46 0.83 -0.41
H 4.782 20.651 21.553 0.00 0.79 -0.32
H 5.504 20.030 20.085 -0.07 1.06 0.35
H 4.667 21.588 19.952 -0.70 0.54 -0.03
H 6.554 22.945 19.191 0.08 -0.58 0.38
H 7.413 21.349 19.095 -0.23 -0.05 -0.15
H 8.443 23.754 20.856 -0.73 -1.07 -0.77
H 9.030 23.103 19.328 0.70 -0.22 -0.31
H 10.068 23.407 22.151 0.02 -0.09 -0.74
H 11.169 22.369 21.131 0.33 0.35 -0.10
H 11.337 21.921 23.672 0.51 0.58 0.26
H 10.752 20.564 22.729 0.42 0.03 0.13
H 8.882 23.588 23.973 -0.35 -1.86 0.44
H 8.913 22.508 25.444 0.20 0.12 -0.03
H 7.625 22.276 24.303 -0.94 0.24 -0.15
C 12.701 16.072 19.583 -1.97 0.83 -0.80
N 12.130 15.789 18.195 0.35 -0.90 2.22
C 10.860 16.577 18.037 1.33 0.92 -0.72
C 13.131 16.317 17.274 0.24 1.01 -1.48
C 11.883 14.256 18.147 -0.47 0.87 0.04
C 13.121 13.416 18.222 1.71 0.35 1.30
O 13.918 13.633 17.092 1.40 0.44 1.35
H 12.802 17.138 19.713 -0.07 0.35 -0.07
H 13.626 15.622 19.681 1.79 -0.93 0.03
H 12.023 15.665 20.304 -0.45 -0.13 0.47
H 11.036 17.680 18.069 0.23 -0.83 0.43
H 10.174 16.270 18.765 -1.04 -0.46 0.99
H 10.514 16.402 17.050 -0.58 -0.49 -0.88
H 13.104 15.932 16.256 -0.60 -0.11 0.19
H 14.142 16.205 17.588 0.52 -0.57 0.60
H 12.928 17.378 17.296 0.16 0.44 -0.41
H 11.446 14.013 17.190 -0.29 0.27 -0.37
H 11.149 13.983 18.916 0.23 0.43 0.05
H 12.774 12.389 18.317 -0.04 -0.27 -0.09
H 13.820 13.596 19.147 -1.45 -0.20 -1.58
H 13.490 13.315 16.307 -0.86 -0.62 -0.99
Br 11.479 20.734 18.164 -0.26 -0.03 0.34
Br 11.735 12.628 15.102 -0.23 0.16 -0.07
```
Forces are in eV/Å.

Results
Kohn-Sham gap ... 0.0857 hartree
E ... -209318.3591 eV
Total charge ... +4
E_LUMO ... -7.81 eV

Atomic partial charges in e from the Löwdin method, atoms 1 to 4: 0.049 -0.031 0.001 -0.088



The molecule C24H22Br2N2O2. Source: OMol25; level of theory: ωB97M-V/def2-TZVPD.

Structure (XYZ):
```
52
Properties=species:S:1:pos:R:3:forces:R:3
C -5.834 1.565 3.149 0.57 -0.40 -0.15
O -5.431 0.463 2.295 0.32 -0.33 -0.04
C -4.103 0.223 2.003 0.86 1.37 -0.10
C -3.053 0.948 2.634 -0.46 -0.26 -0.61
C -1.740 0.857 2.137 0.03 -0.46 0.11
C -1.399 0.034 1.031 -1.48 0.72 -0.66
C -0.021 -0.057 0.442 2.05 -3.30 -0.26
C 1.024 0.757 1.162 -0.17 -0.83 -0.90
C 2.135 0.026 1.628 0.27 -0.03 0.09
C 3.271 0.647 2.076 -0.30 0.84 0.44
Br 4.670 -0.485 2.800 -0.44 0.65 -0.25
C 3.332 2.120 2.302 1.30 0.47 1.41
O 4.275 2.647 2.989 -2.50 -0.99 -2.11
C 2.099 2.836 1.797 0.61 -1.10 0.96
Br 1.900 4.648 2.406 0.11 -0.46 -0.37
C 0.986 2.155 1.314 0.36 0.58 0.31
C -2.454 -0.675 0.415 -0.11 0.25 0.98
C -3.756 -0.623 0.907 -0.59 0.53 0.53
H -6.922 1.625 3.080 0.24 -0.17 -0.12
H -5.565 1.381 4.203 0.04 0.03 -0.39
H -5.403 2.521 2.810 -0.02 -0.38 0.06
H -3.262 1.665 3.453 0.17 -0.72 -0.61
H -0.992 1.429 2.698 -0.14 -0.36 -0.52
H 0.300 -1.170 0.350 -0.38 1.46 1.79
H 2.072 -1.075 1.684 0.08 0.69 -0.27
H 0.039 2.720 1.185 0.80 -0.37 -0.27
H -2.240 -1.295 -0.450 -0.06 0.01 0.06
H -4.549 -1.178 0.410 0.13 0.14 0.11
C 3.716 -3.694 -1.014 -0.43 0.21 0.05
C 2.761 -4.005 -2.003 0.14 0.30 0.07
C 1.798 -3.055 -2.367 0.11 -0.37 0.27
C 1.783 -1.815 -1.702 0.41 -0.23 0.19
C 0.747 -0.809 -2.039 0.12 0.12 0.29
N 0.044 -0.039 -1.166 1.19 0.63 -0.27
C -0.209 1.282 -1.653 -0.07 0.96 -2.01
C -0.863 1.137 -3.032 -1.68 0.44 -0.17
C -0.104 0.330 -4.084 -0.33 0.05 -0.46
N 0.654 -0.691 -3.376 0.22 0.38 -0.33
C 2.871 -1.434 -0.895 -0.24 0.06 0.16
C 3.772 -2.406 -0.456 -0.19 -0.45 -0.74
H 4.432 -4.450 -0.685 -0.29 0.23 -0.14
H 2.761 -4.991 -2.479 0.04 0.44 0.17
H 1.089 -3.264 -3.193 0.26 -0.04 0.92
H -0.893 1.772 -0.975 -0.20 0.14 0.08
H 0.713 1.901 -1.718 -0.35 -0.47 0.26
H -1.752 0.486 -2.833 0.29 0.87 -0.11
H -1.223 2.124 -3.424 0.36 -0.95 0.25
H -0.873 -0.173 -4.723 0.68 0.38 0.33
H 0.580 0.879 -4.777 -0.46 -0.17 0.78
H 1.275 -1.264 -3.976 -0.50 0.56 1.15
H 3.044 -0.372 -0.653 -0.45 -0.75 0.29
H 4.497 -2.161 0.312 0.10 0.09 -0.25
```
Forces are in eV/Å.

Results
Kohn-Sham gap ... 0.2079 hartree
E ... -172401.7894 eV
Total charge ... 0
E_LUMO ... -0.76 eV

Atomic partial charges in e from the Löwdin method, atoms 1 to 4: -0.064 -0.105 -0.244 -0.005



The molecule C5H8O2S. Source: OMol25; level of theory: ωB97M-V/def2-TZVPD.

Structure (XYZ):
```
16
Properties=species:S:1:pos:R:3:forces:R:3
C 1.611 -0.967 0.975 -0.94 -2.07 -0.83
C 0.588 -0.828 -0.181 0.37 -0.77 1.50
O 0.531 -1.732 -0.997 -0.60 2.09 0.50
C -0.465 0.450 -0.055 1.31 -1.15 -1.20
C -0.421 1.107 -1.503 -1.03 -0.06 -0.11
S -0.088 1.669 1.224 0.15 0.09 0.19
C -1.786 -0.262 0.058 0.38 -0.10 -1.47
O -2.626 -0.237 0.902 0.10 0.00 0.18
H 1.855 -0.035 1.397 1.44 1.15 -0.24
H 1.090 -1.382 1.880 0.13 -0.39 -0.99
H 2.400 -1.700 0.583 -0.87 1.43 1.00
H 0.378 1.839 -1.482 0.25 -0.05 -0.31
H -1.359 1.658 -1.803 0.76 -0.53 0.72
H -0.280 0.338 -2.312 0.14 0.63 1.03
H 0.372 0.885 2.238 -0.55 0.19 -0.54
H -1.800 -0.805 -0.923 -1.05 -0.47 0.57
```
Forces are in eV/Å.

Results
Kohn-Sham gap ... 0.3581 hartree
E ... -20243.3391 eV
Relative energy (zero: lowest compared OMol25 entry of this formula, charge and spin) ... 153.33 kJ/mol
Total charge ... 0
Structure (SMILES) ... CC(=O)[C@](C)(S)C=O
E_LUMO ... 0.37 eV

Atomic partial charges in e from the Löwdin method, atoms 1 to 4: -0.040 -0.366 0.074 -0.695



A structure of composition C11H10IrN3O7S. Source: OMol25; level of theory: ωB97M-V/def2-TZVPD.

Structure (XYZ):
```
33
Properties=species:S:1:pos:R:3:forces:R:3
Ir -0.150 0.375 0.283 -0.13 -4.34 -4.38
O -0.864 -3.613 1.611 0.11 0.20 0.22
C -0.580 -2.576 1.050 -0.23 -0.56 -1.04
O -0.226 -1.461 1.563 -0.11 2.11 1.05
C -0.588 -2.557 -0.479 -0.02 -0.21 0.68
C -1.025 -3.608 -1.263 0.04 0.15 -0.26
C -1.024 -3.436 -2.641 -0.02 -0.03 0.03
C -0.604 -2.231 -3.189 -0.01 -0.11 0.18
C -0.195 -1.231 -2.327 0.16 0.54 -0.44
N -0.170 -1.424 -1.019 0.61 1.16 1.14
C 0.181 0.176 -2.784 -0.34 -1.20 -0.25
O 0.257 0.396 -3.975 0.09 0.30 0.17
O 0.381 0.994 -1.819 0.05 1.53 1.75
H -1.370 -4.515 -0.789 0.03 0.02 0.09
H -1.377 -4.230 -3.286 0.03 -0.01 -0.01
H -0.604 -2.042 -4.252 0.01 0.08 0.01
C -2.138 2.891 -1.462 -0.09 -0.44 0.26
S -2.518 1.736 -0.156 -0.51 1.40 0.10
O -3.852 1.974 0.289 0.14 -0.14 -0.09
O -2.241 0.363 -0.660 1.54 -0.40 0.87
O -1.476 2.001 0.900 0.84 0.01 0.39
H -2.922 2.825 -2.211 -0.03 -0.05 -0.03
H -1.169 2.625 -1.877 0.02 0.04 -0.03
H -2.126 3.879 -1.010 -0.02 0.02 0.03
N 3.693 1.319 1.952 -0.02 -0.13 -0.15
C 4.147 0.558 0.901 -0.04 -0.05 -0.04
C 3.037 0.103 0.263 0.08 -0.13 -0.18
N 1.931 0.580 0.916 -1.93 0.07 -0.31
C 2.352 1.307 1.926 -0.16 0.13 0.22
H 4.273 1.797 2.619 -0.09 0.03 0.07
H 5.194 0.417 0.711 0.00 -0.04 -0.04
H 2.951 -0.523 -0.607 0.00 0.02 -0.02
H 1.721 1.815 2.634 -0.02 0.02 0.00
```
Forces are in eV/Å.

Results
Kohn-Sham gap ... 0.3014 hartree
E ... -44045.8312 eV
Relative energy (zero: lowest compared OMol25 entry of this formula, charge and spin) ... 236.77 kJ/mol
Total charge ... 0
E_LUMO ... -1.14 eV

Atomic partial charges in e from the Löwdin method, atoms 1 to 4: 1.495 0.084 -0.606 -0.133



What is the E in the fourth record?
-44045.8312 eV